Computed, not measured: a molecular structure, C20H11BCl3F4I2N3O4Rh, with wB97M-V/def2-TZVPD.

Computed properties:
- lowest unoccupied orbital energy (eV) = 1.906
- molecular weight (g/mol) = 907.20
- E (Eh) = -3745.2464
- energy above the lowest of the compared OMol25 structures with the same formula, charge and spin (eV) = 0.638
- HOMO-LUMO gap (eV) = 7.32

Structure (ORCA input):
```
! RIJCOSX wB97M-V def2-TZVPD def2/J DEFGRID3
* xyz -1 1
Rh -0.34267 -0.46608 -0.69840
I 1.62458 -5.14250 -1.89579
C 2.50740 -3.41372 -1.16443
C 3.88370 -3.38185 -0.88995
C 4.49847 -2.25632 -0.41081
I 6.55427 -2.31065 -0.03742
C 3.74566 -1.07819 -0.17414
C 4.24207 0.15359 0.30892
C 3.39337 1.20347 0.50761
C 2.02369 1.06049 0.22755
N 1.55033 -0.06503 -0.24581
C 2.36929 -1.13614 -0.44923
C 1.71040 -2.29694 -0.96178
O 0.44287 -2.23300 -1.19647
H 4.46484 -4.27751 -1.06374
H 5.29870 0.25279 0.51964
H 3.75335 2.15506 0.87101
H 1.31855 1.85850 0.37451
O -0.40359 -0.98796 1.20296
C -1.19933 -0.55915 2.14944
C -1.21762 -1.31702 3.33939
C -1.94061 -0.91826 4.43665
C -2.68312 0.26522 4.40478
C -2.67736 1.01288 3.25027
C -1.95145 0.62831 2.11544
C -2.02543 1.42917 0.90481
N -1.37603 1.24226 -0.23398
C -1.89228 2.12178 -1.16335
C -2.82853 2.88633 -0.56414
N -2.88441 2.45857 0.74495
H -0.63850 -2.23066 3.34637
H -1.93615 -1.53218 5.32929
H -3.25641 0.58630 5.26376
H -3.25067 1.93301 3.23463
H -1.55796 2.12901 -2.18359
H -3.46138 3.66638 -0.94443
H -3.60279 2.69683 1.40219
Cl 1.69205 3.45969 -4.58520
C 0.87950 1.91496 -4.31520
Cl 1.85689 0.61717 -5.02556
Cl -0.71802 1.95763 -5.10284
C 0.64219 1.63526 -2.77893
O 0.18739 0.47191 -2.60420
O 0.88423 2.54122 -2.00119
F -4.01160 -0.13390 -0.11530
B -3.59440 -1.36494 -0.62196
F -3.42675 -2.29689 0.37954
F -4.40393 -1.79734 -1.64823
F -2.24280 -1.14155 -1.23767
*
```